2 unconnected molecules or ions with the total composition C5H8O2, computed with ωB97M-V/def2-TZVPD.

Its net charge is 0. For the HOMO-LUMO gap, the calculation gives 0.397 Ha. As for the lowest unoccupied orbital energy: 0.8 eV. The SMILES is C=C1C[C@H]2O[C@@H]12.O. The calculation puts the highest occupied orbital energy at -9.98 eV. Its spin multiplicity is 1. The molecular weight is 100.12 g/mol.

Each line ends with the Löwdin charge.
Positions of all 15 atoms, in Å:
O 1.25115 -0.88035 1.84992  -0.06
O -1.56565 -0.47407 -1.61595  0.01
C -0.39516 -0.84069 -0.88070  -0.20
C 0.22654 0.46837 -0.46174  -0.27
C -1.03721 0.83039 0.32351  -0.05
C 1.40507 1.04479 -0.65970  0.05
C -1.64341 -0.47821 -0.19689  -0.21
H 1.58755 -0.22371 1.22380  0.00
H -1.55575 1.75483 0.05988  0.12
H -2.40643 -1.10362 0.25112  0.15
H -0.84391 0.78342 1.40001  0.12
H 2.17917 0.56379 -1.25235  0.07
H 1.61742 2.04004 -0.27722  0.07
H 0.05323 -1.80903 -1.08155  0.15
H 1.12740 -1.67596 1.31786  0.04



2 unconnected molecules or ions with the total composition C9H18Si3 at a distorted geometry, computed with ωB97M-V/def2-TZVPD.

Its net charge is 0. For the HOMO-LUMO gap, the calculation gives 0.282 Ha. As for the lowest unoccupied orbital energy: 0.1 eV. The calculation puts the highest occupied orbital energy at -7.57 eV. Its spin multiplicity is 1. The molecular weight is 210.50 g/mol.

Each line ends with the Löwdin charge.
Positions of all 30 atoms, in Å:
Si -2.41883 -0.63488 -2.35544  0.37
Si -1.76874 -1.94851 -0.50759  0.37
Si 1.11466 -0.96335 0.41026  0.66
C 0.44029 1.93608 3.22730  -0.11
C 2.15049 -0.66248 -1.20676  -0.23
C 1.73027 -2.11425 1.77486  -0.26
C -0.02944 1.68461 0.47784  -0.13
C -0.40179 2.84722 1.08524  -0.08
C -1.19289 -0.16858 -3.78524  -0.29
C 0.85382 0.81113 2.55121  -0.13
C 0.58064 0.64243 1.22048  -0.33
C -0.17622 2.98145 2.54440  -0.07
H 2.53611 -1.72431 2.39128  0.02
H -1.41552 -0.89529 -4.55448  0.00
H -2.90049 -1.55533 0.65662  -0.10
H 2.91572 0.14065 -1.10186  0.02
H -0.13009 -0.49773 -3.53409  0.02
H -3.23438 0.49891 -1.92130  -0.10
H -1.29464 0.81202 -3.98105  -0.04
H 0.85889 -2.54840 2.30218  0.03
H -2.12445 -3.34128 -0.77653  -0.19
H -0.13354 1.60573 -0.60355  0.10
H -0.85224 3.73301 0.56181  0.11
H 2.79456 -1.55748 -1.47177  0.03
H 1.38856 0.04194 3.06981  0.08
H -0.24861 4.04744 3.00822  0.13
H 2.10934 -3.07817 1.25364  0.05
H 0.73243 2.11056 4.26469  0.10
H 1.32725 -0.36824 -2.01196  0.03
H -3.21114 -1.83489 -2.98820  -0.07



A molecular structure, C35H30As2F5NO4RhS, computed with ωB97M-V/def2-TZVPD.

Its net charge is +1. The expectation value of S² is 6.01. For the HOMO-LUMO gap (spin up / spin down), the calculation gives 0.249 / 0.283 Ha. As for the lowest unoccupied orbital energy (spin up / spin down): -3.3 / -3.8 eV. The calculation puts the highest occupied orbital energy (spin up / spin down) at -10.08 / -11.48 eV. Its spin multiplicity is 5. The molecular weight is 908.44 g/mol.

Each line ends with the Löwdin charge.
Positions of all 79 atoms, in Å:
Rh 0.04441 0.06050 -0.10277  0.75
As 1.98157 1.37282 0.84422  1.24
As 0.03285 2.00296 -1.81173  1.27
S -1.67783 -2.15588 -1.16888  0.67
F -1.25351 1.52884 0.52354  -0.49
F -4.83431 2.26203 1.78936  0.17
F -4.08472 1.69286 3.74851  0.17
F -2.91384 2.97696 2.46748  0.16
F -2.50273 -0.14603 2.66437  0.17
O 1.41914 -1.91241 -0.02765  -0.12
O -3.76717 0.15761 0.81532  0.16
O -1.19398 -3.42692 -0.72980  -0.25
O -0.81508 -1.35272 -2.01360  -0.35
N -2.00776 -1.18110 0.13328  -0.03
C -1.82738 2.26001 -2.24492  -0.39
C 1.87655 3.16703 0.07108  -0.41
C 0.33262 3.05176 -4.51786  -0.09
C -3.75016 1.45115 -3.45188  -0.08
C 5.56804 1.78124 2.95726  -0.07
C -3.21405 -0.73908 0.02798  -0.30
C 1.03763 1.47663 2.53079  -0.42
C -3.30869 -2.18621 -1.81359  -0.21
C 4.75298 0.68347 0.54130  -0.12
C 2.32957 2.16284 -3.50714  -0.12
C -3.83472 -2.88191 -2.87848  0.00
C 0.96847 0.30168 3.27488  -0.13
C 0.96376 2.43235 -3.44501  -0.37
C -5.17720 -2.64426 -3.16733  -0.03
C 3.82100 1.26448 1.39444  -0.38
C -3.08898 0.71669 1.86346  -0.19
C 0.30741 0.28815 4.49606  -0.07
C -3.74158 1.92547 2.47445  -0.56
C 1.07071 3.40775 -5.63931  -0.07
C -4.53541 2.42670 -2.85406  -0.08
C 6.09390 0.65679 0.89678  -0.08
C -5.93689 -1.75106 -2.41781  -0.03
C 2.43175 3.15101 -5.69286  -0.07
C -0.22652 2.61717 4.22566  -0.07
C -5.38623 -1.06014 -1.34281  0.02
C -2.39930 1.36433 -3.14397  -0.13
C -0.29032 1.44563 4.96946  -0.07
C 4.22564 1.81253 2.60783  -0.09
C -2.61533 3.23820 -1.64977  -0.09
C -3.96645 3.31788 -1.95463  -0.07
C -4.05682 -1.29641 -1.05707  -0.12
C 0.56107 3.47901 -0.63505  -0.39
C 3.06288 2.52668 -4.62583  -0.08
C 0.43750 2.63511 3.00890  -0.10
C 6.49929 1.20633 2.10443  -0.07
H 0.66557 4.37869 -1.24569  0.09
H -0.80744 1.43773 5.91920  0.11
H 2.10407 3.89594 0.85370  0.08
H 1.86688 -2.01955 -0.87679  0.07
H -6.97566 -1.59733 -2.67281  0.12
H 0.26119 -0.62586 5.07238  0.11
H -3.24518 -3.57676 -3.45762  0.13
H 0.57730 3.88983 -6.47232  0.11
H -0.69857 3.51732 4.59435  0.11
H 3.50190 2.24996 3.28520  0.10
H 0.46514 3.55087 2.43205  0.10
H 5.88612 2.20426 3.90066  0.11
H -2.19023 3.92955 -0.93486  0.10
H 0.85047 -2.69667 0.03761  0.04
H -4.57712 4.07960 -1.48923  0.11
H -5.63911 -3.17088 -3.99086  0.12
H -5.96963 -0.36808 -0.75335  0.13
H 4.12268 2.31553 -4.66831  0.11
H 2.82860 1.65005 -2.69017  0.09
H 4.43951 0.24146 -0.39842  0.09
H -1.79482 0.59453 -3.61216  0.10
H 3.00155 3.43295 -6.56740  0.11
H -0.72947 3.26253 -4.48667  0.10
H -4.18562 0.75889 -4.16073  0.11
H 1.44247 -0.60652 2.91350  0.10
H -5.58724 2.49927 -3.09382  0.11
H 2.71373 3.19736 -0.63451  0.07
H 7.54346 1.18188 2.38425  0.11
H 6.81903 0.20179 0.23599  0.11
H -0.25239 3.60461 0.07589  0.04



A molecular structure, C45H43Cl2N3O5P2S2Zr at a distorted geometry, computed with ωB97M-V/def2-TZVPD.

Its net charge is +2. For the HOMO-LUMO gap, the calculation gives 0.243 Ha. As for the lowest unoccupied orbital energy: -5.7 eV. The calculation puts the highest occupied orbital energy at -12.35 eV. Its spin multiplicity is 1. The molecular weight is 994.07 g/mol.

Each line ends with the Löwdin charge.
Positions of all 103 atoms, in Å:
Zr -0.40054 -0.49305 -0.48596  1.39
Cl -0.06030 -1.67421 -2.90222  0.66
Cl -1.09479 0.97537 -2.93564  0.71
S 0.01771 -4.50280 -1.23986  0.97
S -2.46028 -4.93523 0.30157  1.02
P 1.73859 1.10290 -1.21935  0.93
P -0.43766 2.25627 0.12273  0.97
O -2.30883 -0.13683 -0.66150  -0.34
O -0.55356 -0.59932 1.51373  -0.21
O 1.19220 -1.60379 -0.16928  -0.35
O 3.77328 -5.20384 1.21056  -0.03
O -5.34287 -2.70051 0.83748  0.08
N -1.53216 -2.52572 -0.36107  -0.19
N -2.81927 -2.20962 0.11948  0.02
N 0.87801 2.56377 -0.95785  -0.51
C 1.86987 1.99057 -3.92972  -0.12
C -2.81576 3.60213 0.41816  -0.10
C 1.56654 3.86046 -0.98871  -0.12
C -3.17707 -0.98661 -0.13949  -0.38
C -4.55231 -0.55069 0.05812  -0.07
C 5.52988 2.03648 1.18170  -0.05
C -0.74822 -0.41956 -3.96360  -0.78
C 3.27813 1.22486 1.04350  -0.09
C -2.84528 4.69773 -2.13288  -0.05
C -4.88497 0.77645 -0.26279  -0.02
C -7.16910 0.36135 0.30650  -0.05
C -1.77835 3.90411 -1.73632  -0.13
C -3.89426 4.94204 -1.25826  -0.05
C -1.34571 -3.80816 -0.41876  -0.89
C 2.23696 1.05980 -2.96510  -0.40
C 2.98742 0.68492 -5.61680  -0.06
C -0.26057 -1.56281 2.31209  -0.30
C 0.38161 2.21394 2.79144  -0.11
C 4.13281 -6.24242 2.12855  -0.03
C 0.78262 2.77851 3.99302  -0.06
C 0.02759 3.02119 1.71091  -0.34
C 5.57491 2.14687 -0.20064  -0.05
C 2.98017 -0.06497 -3.33687  -0.12
C 1.97796 -4.50541 2.67450  0.01
C -6.87070 -0.94478 0.62458  0.01
C 4.46723 1.81509 -0.96799  -0.07
C 0.83272 4.15851 4.12382  -0.05
C -1.64251 -6.41481 -0.36833  -0.48
C 4.38071 1.56833 1.80640  -0.06
C 2.24924 1.80279 -5.25285  -0.06
C 1.45835 -2.49547 0.76698  -0.34
C 2.76962 -4.39098 1.50512  -0.26
C 0.69172 -2.55331 1.98178  -0.10
C 0.46988 4.97058 3.05769  -0.05
C -0.95488 -1.52309 3.63506  0.03
C -5.56441 -1.42105 0.50801  -0.25
C 0.05785 4.40815 1.86062  -0.08
C 2.49460 -3.39389 0.57791  0.05
C 3.30685 1.36678 -0.34411  -0.34
C 0.98356 -3.60208 2.89329  0.01
C 3.35740 -0.25015 -4.65678  -0.06
C -0.15977 -6.13285 -0.46106  -0.47
C -6.17424 1.23456 -0.14084  -0.07
C -1.75289 3.36187 -0.45501  -0.38
C -3.88099 4.39098 0.01695  -0.06
H -4.69789 4.57876 0.70094  0.12
H -1.85828 -7.24446 0.30275  0.09
H 2.20013 3.91751 -1.87363  0.08
H -2.85714 5.13037 -3.12437  0.11
H 0.33462 1.13924 2.69702  0.07
H -1.82052 -2.19108 3.60039  0.12
H 4.51135 1.91581 -2.04443  0.11
H 4.43967 -5.82367 3.08704  0.11
H -4.40833 -2.91449 0.65104  0.04
H 1.29616 2.86585 -3.65090  0.09
H -6.41489 2.25778 -0.39445  0.10
H 6.39247 2.31142 1.77367  0.12
H -4.71950 5.56973 -1.56675  0.12
H 1.13914 4.60370 5.06095  0.12
H -2.80904 3.17731 1.41576  0.12
H 2.19179 4.01007 -0.10586  0.09
H 4.34566 1.47215 2.88358  0.11
H -4.10254 1.43281 -0.61862  0.10
H 3.31029 -6.94379 2.27150  0.10
H -0.95747 3.72303 -2.41941  0.07
H 2.16276 -5.28539 3.39734  0.12
H 3.07702 -3.33145 -0.33163  0.14
H -0.00319 -0.14445 -4.70368  0.04
H -1.66800 -0.79064 -4.40000  0.06
H 2.38542 0.84393 1.52683  0.08
H 3.94386 -1.11436 -4.93873  0.12
H 3.28043 0.54565 -6.64879  0.12
H 0.39286 -3.69484 3.79345  0.12
H 0.83302 4.66385 -1.04113  0.08
H 3.26836 -0.78895 -2.58070  0.11
H 4.97223 -6.75670 1.67382  0.10
H 0.49660 6.04701 3.16104  0.12
H -2.07214 -6.61952 -1.34754  0.09
H -8.18868 0.71126 0.40023  0.12
H -1.32160 -0.51378 3.80971  0.10
H 1.04659 2.14449 4.82941  0.11
H 6.47466 2.49818 -0.68759  0.12
H 1.97487 2.53446 -6.00139  0.12
H 0.31830 -6.10350 0.51765  0.08
H -0.31273 -1.83015 4.45513  0.09
H -0.25710 5.05258 1.04975  0.11
H 0.35112 -6.85415 -1.09701  0.09
H -7.63409 -1.63095 0.96497  0.13



A molecular structure, C6H12O at a distorted geometry, computed with ωB97M-V/def2-TZVPD.

Its net charge is 0. For the HOMO-LUMO gap, the calculation gives 0.396 Ha. As for the lowest unoccupied orbital energy: 1.1 eV. The calculation puts the highest occupied orbital energy at -9.64 eV. Its spin multiplicity is 1. The molecular weight is 100.16 g/mol.

Each line ends with the Löwdin charge.
Positions of all 19 atoms, in Å:
O 0.44046 0.60152 1.34006  -0.17
C -0.11856 -0.35468 0.53639  -0.34
C -0.35620 0.76187 2.45501  -0.13
C 0.71973 -0.68596 -0.76405  -0.27
C -0.61457 -0.68077 -1.55656  -0.15
C 1.73344 0.35480 -1.29050  -0.07
C -1.33295 -0.00296 -0.36488  -0.13
H -2.27580 -0.44529 -0.03882  0.10
H -1.35334 1.16687 2.20549  0.08
H 1.22444 -1.65224 -0.71509  0.13
H -0.98548 -1.68758 -1.76714  0.10
H 2.59950 0.46758 -0.63107  0.07
H -0.60753 -0.11446 -2.49563  0.10
H 2.11694 0.04199 -2.27687  0.08
H 0.18156 1.49840 3.10126  0.10
H 1.28587 1.34679 -1.42672  0.08
H -0.62924 -0.49146 2.70014  0.13
H -1.48942 1.07385 -0.52046  0.12
H -0.53888 -1.19826 1.50945  0.17